This record from OMol25 describes a 2-piece molecular cluster, C15H23IO8 overall in a non-equilibrium geometry. The level of theory is ωB97M-V/def2-TZVPD.

Values from the calculation:
max |F|	1.692	eV/A
SMILES	CCCOC1=C(CC(=O)I)C(=O)OC1=O.COCCOCCOC
spin multiplicity	1
lowest unoccupied orbital energy	-0.0360	Ha
ΔE to the lowest compared entry with this formula, charge and spin	0.000	eV

Each line ends with the natural charge from an NBO analysis.
Atoms and positions in Å:
C: 2.8148 -5.1599 -0.4463  -0.61
C: 2.4562 -4.1677 -1.5877  -0.42
C: 0.9525 -4.1601 -1.7057  -0.06
O: 0.4993 -3.2841 -2.7671  -0.50
C: -0.6026 -2.5934 -2.4191  0.26
C: -1.8312 -3.0688 -2.3028  -0.14
C: -2.3648 -4.4186 -2.5446  -0.56
C: -3.5661 -4.7510 -1.6650  0.49
O: -4.6494 -4.9019 -2.1354  -0.49
I: -3.2653 -4.9899 0.4489  0.05
C: -2.6316 -1.8853 -1.8457  0.78
O: -3.7196 -1.8970 -1.3376  -0.50
O: -1.8773 -0.7535 -2.0548  -0.50
C: -0.5499 -1.1335 -2.0810  0.74
O: 0.3996 -0.4480 -1.8576  -0.48
H: 1.9353 -5.7541 -0.2093  0.20
H: 3.0664 -4.6170 0.4533  0.21
H: 3.5777 -5.8623 -0.7463  0.22
H: 2.9305 -4.5264 -2.4914  0.21
H: 2.8438 -3.2020 -1.2963  0.22
H: 0.5743 -3.7682 -0.7678  0.18
H: 0.6209 -5.1862 -1.8254  0.18
H: -1.6300 -5.1991 -2.3859  0.26
H: -2.6894 -4.4999 -3.5735  0.27
C: -0.7051 6.4045 3.4221  -0.25
O: -0.2670 5.6087 2.3455  -0.54
C: 1.1126 5.7835 2.0730  -0.09
C: 1.6697 4.5914 1.3273  -0.09
O: 1.9329 3.4665 2.1534  -0.54
C: 0.8119 2.7183 2.6030  -0.09
C: 0.1841 1.8543 1.5323  -0.09
O: -0.6355 2.6265 0.6756  -0.55
C: -0.7860 2.0272 -0.5966  -0.25
H: -0.5948 7.4712 3.1946  0.16
H: -1.7578 6.1858 3.5894  0.19
H: -0.1495 6.1647 4.3363  0.16
H: 1.6716 5.9188 3.0066  0.17
H: 1.2283 6.6828 1.4518  0.17
H: 2.6437 4.8808 0.9267  0.19
H: 1.0357 4.3221 0.4810  0.20
H: 0.0694 3.3616 3.0777  0.19
H: 1.2083 2.0532 3.3737  0.18
H: -0.4427 1.0861 2.0087  0.17
H: 0.9772 1.3593 0.9584  0.17
H: 0.1828 1.9138 -1.0869  0.17
H: -1.4088 2.6859 -1.2007  0.19
H: -1.2751 1.0608 -0.5086  0.17

=====

This record from OMol25 describes the molecule C15H23N3O. The level of theory is ωB97M-V/def2-TZVPD.

Values from the calculation:
max |F|	0.776	eV/A
SMILES	C=CCCCCCCCCC(=O)Nc1ncccn1
spin multiplicity	1
lowest unoccupied orbital energy	0.0197	Ha
ΔE to the lowest compared entry with this formula, charge and spin	0.488	eV

Each line ends with the natural charge from an NBO analysis.
Atoms and positions in Å:
C: -7.0230 -0.3576 0.4723  -0.40
C: -6.1949 0.5316 -0.0420  -0.17
C: -5.1305 1.2482 0.7252  -0.44
C: -3.7428 1.0242 0.1162  -0.38
C: -3.3185 -0.4405 0.1867  -0.40
C: -1.9302 -0.6626 -0.4076  -0.39
C: -1.5187 -2.1331 -0.3674  -0.39
C: -0.1148 -2.3679 -0.9277  -0.39
C: 0.9819 -1.9477 0.0480  -0.39
C: 2.3609 -1.9839 -0.6212  -0.51
C: 3.4279 -1.5872 0.3577  0.71
O: 4.1565 -2.3711 0.9186  -0.58
N: 3.5663 -0.2411 0.6526  -0.62
C: 2.9655 0.8931 0.1788  0.56
N: 1.9893 0.8250 -0.7202  -0.51
C: 1.4541 1.9679 -1.1127  0.10
C: 1.8742 3.1950 -0.6247  -0.34
C: 2.9056 3.1541 0.3056  0.10
N: 3.4486 2.0222 0.7067  -0.48
H: -7.7784 -0.8472 -0.1187  0.20
H: -6.9829 -0.6316 1.5141  0.19
H: -6.2551 0.7881 -1.0925  0.19
H: -5.3497 2.3205 0.7127  0.21
H: -5.1337 0.9139 1.7644  0.20
H: -3.0137 1.6384 0.6504  0.20
H: -3.7502 1.3490 -0.9272  0.19
H: -3.3213 -0.7660 1.2296  0.19
H: -4.0483 -1.0512 -0.3498  0.20
H: -1.2061 -0.0588 0.1430  0.19
H: -1.9233 -0.3196 -1.4451  0.19
H: -1.5635 -2.4969 0.6614  0.20
H: -2.2387 -2.7107 -0.9518  0.20
H: -0.0036 -1.8042 -1.8561  0.19
H: 0.0085 -3.4267 -1.1649  0.20
H: 0.7906 -0.9334 0.3960  0.21
H: 0.9798 -2.6137 0.9132  0.20
H: 2.3626 -1.2990 -1.4679  0.24
H: 2.5792 -2.9978 -0.9597  0.23
H: 4.2922 -0.0427 1.3353  0.43
H: 0.6586 1.8792 -1.8413  0.20
H: 1.4302 4.1214 -0.9458  0.23
H: 3.3140 4.0531 0.7490  0.20

=====

This record from OMol25 describes the molecule C15H23N3O4S. The level of theory is ωB97M-V/def2-TZVPD.

Values from the calculation:
max |F|	0.760	eV/A
SMILES	CCN1CCC[C@H]1CNC(=O)c1cc(S(N)(=O)=O)ccc1OC
spin multiplicity	1
lowest unoccupied orbital energy	0.0166	Ha
ΔE to the lowest compared entry with this formula, charge and spin	2.283	eV

Each line ends with the natural charge from an NBO analysis.
Atoms and positions in Å:
C: 2.3862 0.7421 2.6298  -0.61
C: 1.9327 0.2151 1.2710  -0.22
N: 3.0716 -0.1359 0.4525  -0.45
C: 3.7862 -1.3361 0.8638  -0.23
C: 4.5250 -1.8289 -0.3895  -0.42
C: 4.2366 -0.7485 -1.4346  -0.40
C: 2.8860 -0.1908 -0.9812  -0.04
C: 1.7256 -1.0859 -1.4808  -0.26
N: 0.4408 -0.4396 -1.3759  -0.60
C: -0.5502 -0.9080 -0.5932  0.65
O: -0.4858 -1.9662 0.0045  -0.63
C: -1.7875 -0.0615 -0.5276  -0.12
C: -2.9920 -0.7365 -0.3829  -0.13
C: -4.1756 -0.0413 -0.2634  -0.37
S: -5.7008 -0.9333 -0.0572  2.31
N: -5.6039 -1.3373 1.5735  -1.08
O: -6.8058 -0.0320 -0.2098  -0.94
O: -5.6647 -2.1364 -0.8356  -0.93
C: -4.1878 1.3369 -0.2663  -0.15
C: -2.9975 2.0311 -0.3937  -0.30
C: -1.7902 1.3470 -0.5282  0.33
O: -0.5890 1.9746 -0.6532  -0.51
C: -0.5233 3.3772 -0.5086  -0.25
H: 1.5307 1.1192 3.1846  0.21
H: 2.8534 -0.0459 3.2139  0.20
H: 3.1045 1.5468 2.4956  0.21
H: 1.2523 -0.6385 1.4258  0.18
H: 1.3805 1.0012 0.7501  0.20
H: 3.1003 -2.1059 1.2489  0.18
H: 4.4826 -1.0748 1.6653  0.19
H: 5.5925 -1.9481 -0.2141  0.21
H: 4.1272 -2.7889 -0.7173  0.20
H: 4.2184 -1.1373 -2.4507  0.21
H: 4.9855 0.0406 -1.3728  0.21
H: 2.7169 0.8269 -1.3562  0.19
H: 1.6671 -2.0028 -0.8924  0.24
H: 1.9058 -1.3473 -2.5295  0.20
H: 0.3475 0.4719 -1.7940  0.41
H: -2.9923 -1.8148 -0.3708  0.26
H: -5.3876 -2.3115 1.7089  0.40
H: -6.4343 -1.0687 2.0752  0.41
H: -5.1307 1.8509 -0.1730  0.25
H: -3.0179 3.1088 -0.3906  0.23
H: -0.9190 3.6984 0.4583  0.19
H: -1.0564 3.8893 -1.3149  0.18
H: 0.5360 3.6243 -0.5638  0.21

=====

This record from OMol25 describes the molecule C15H23N3O4S2 in a non-equilibrium geometry. The level of theory is ωB97M-V/def2-TZVPD.

Values from the calculation:
max |F|	2.629	eV/A
SMILES	COc1nc(C)c(/C=C/C(=O)N[C@@H](CO)CSCSC)c(OC)n1
spin multiplicity	1
lowest unoccupied orbital energy	0.0005	Ha
ΔE to the lowest compared entry with this formula, charge and spin	1.795	eV

Each line ends with the natural charge from an NBO analysis.
Atoms and positions in Å:
C: 4.7639 -2.1564 -6.1745  -0.26
O: 3.3701 -2.2394 -5.8326  -0.47
C: 3.0194 -1.5944 -4.6913  0.70
N: 1.7354 -1.4465 -4.5406  -0.50
C: 1.2510 -0.9144 -3.4384  0.32
C: -0.2864 -0.7125 -3.4770  -0.65
C: 2.1170 -0.4724 -2.4521  -0.25
C: 1.6788 0.2541 -1.2206  -0.07
C: 0.5130 0.0239 -0.5660  -0.31
C: 0.0009 0.9035 0.4954  0.65
O: 0.4576 2.0388 0.6089  -0.66
N: -1.0905 0.5835 1.2775  -0.61
C: -1.5592 1.5008 2.2858  -0.09
C: -2.4109 2.6503 1.6233  -0.07
O: -1.5567 3.6897 1.0961  -0.75
C: -2.3752 0.7381 3.3683  -0.52
S: -2.8673 1.8386 4.7735  0.19
C: -4.0476 0.8983 5.8564  -0.65
S: -5.2929 0.1243 4.7622  0.18
C: -6.4187 -0.5547 6.0175  -0.74
C: 3.4923 -0.7048 -2.6474  0.59
O: 4.4316 -0.4213 -1.6477  -0.50
C: 5.7050 -1.0546 -1.8051  -0.26
N: 3.9233 -1.2871 -3.7507  -0.57
H: 5.0768 -1.0864 -6.1727  0.19
H: 5.3844 -2.7630 -5.4962  0.19
H: 4.8306 -2.5509 -7.1648  0.20
H: -0.7099 -0.9599 -4.4629  0.24
H: -0.7716 -1.3439 -2.7358  0.22
H: -0.5813 0.3464 -3.2278  0.24
H: 2.3068 0.9900 -0.7755  0.24
H: -0.1031 -0.7893 -0.8380  0.20
H: -1.5470 -0.3148 1.2426  0.40
H: -0.7395 1.9759 2.8511  0.23
H: -3.0249 2.2148 0.7861  0.16
H: -3.1251 3.1352 2.3149  0.20
H: -0.7296 3.2851 0.8383  0.49
H: -1.7763 -0.1176 3.7349  0.22
H: -3.2706 0.3209 2.9016  0.22
H: -3.5047 0.1344 6.4357  0.21
H: -4.5328 1.5827 6.5570  0.24
H: -5.8870 -1.2584 6.6476  0.21
H: -7.2288 -1.1225 5.5266  0.24
H: -6.8104 0.2804 6.6182  0.22
H: 5.6092 -2.1384 -1.8679  0.19
H: 6.2355 -0.6916 -2.7062  0.19
H: 6.3455 -0.8142 -0.9279  0.20

=====

This record from OMol25 describes C15H23N5O2Pt as an isolated structure in a non-equilibrium geometry. The level of theory is ωB97M-V/def2-TZVPD.

Values from the calculation:
total charge	+4
max |F|	1.284	eV/A
spin multiplicity	5
lowest unoccupied orbital energy (spin up / spin down)	-0.5496 / -0.6561	Ha
ΔE to the lowest compared entry with this formula, charge and spin	0.000	eV

Each line ends with the Löwdin spin population.
Atoms and positions in Å:
Pt: 0.2943 0.0451 0.1910  0.57
C: -1.7943 1.0903 -3.4322  0.00
C: -1.3046 0.7382 -2.0819  0.03
N: -0.1536 0.1563 -1.8011  0.10
C: 0.7339 -0.4404 -2.8365  0.03
C: 0.9263 -1.9350 -2.5292  0.07
N: 1.5711 -2.1460 -1.2459  0.63
C: 2.9958 -1.9245 -0.9988  0.06
C: 3.3045 -0.6231 -0.2371  0.04
N: 2.2976 -0.2262 0.8069  0.02
C: 2.1997 -1.1271 2.0096  0.00
C: 1.0993 -0.6198 2.9417  0.01
N: -0.0133 -0.1076 2.1018  0.12
C: -1.2166 0.2693 2.5351  0.04
C: -1.6159 0.2559 3.9516  0.01
C: -2.1175 0.7332 1.4601  0.02
C: -3.3660 1.3462 1.5828  0.06
C: -3.9953 1.8146 0.4257  0.00
C: -3.3896 1.6666 -0.8250  0.06
C: -2.1417 1.0391 -0.8891  0.02
N: -1.5867 0.5930 0.2316  0.00
H: -1.0940 0.8937 -4.2347  0.00
H: -2.0388 2.1595 -3.4519  0.00
H: -2.7346 0.5633 -3.6367  0.00
H: 1.6824 0.0975 -2.8182  0.00
H: 0.3177 -0.3647 -3.8360  0.00
H: 1.5544 -2.3723 -3.3209  0.04
H: -0.0296 -2.4567 -2.5279  0.00
H: 1.1924 -2.9452 -0.7321  0.01
H: 3.5199 -1.8620 -1.9557  0.01
H: 3.3660 -2.8019 -0.4656  0.01
H: 3.3644 0.2147 -0.9315  0.00
H: 4.2917 -0.7209 0.2193  0.00
H: 2.5984 0.6983 1.1284  0.00
H: 3.1529 -1.1628 2.5403  0.00
H: 1.9782 -2.1381 1.6675  0.00
H: 1.4441 0.2000 3.5801  0.01
H: 0.7682 -1.4234 3.6013  0.00
H: -0.9693 -0.3580 4.5738  0.00
H: -2.6518 -0.0749 4.0604  0.00
H: -1.5756 1.2834 4.3474  0.00
H: -3.8306 1.4851 2.5525  0.00
H: -4.9608 2.3025 0.5000  0.00
H: -3.8842 2.0292 -1.7188  0.00
O: 1.2936 2.6276 -0.3179  0.94
O: 0.5174 3.5278 -0.1842  1.06